1.
Density functional theory data (wB97M-V/def2-TZVPD) for a molecular structure, C4H4O4.

As for the HOMO energy: -11.2 eV. The total energy comes out at -455.68329 a.u. The calculation puts the energy above the lowest of the compared OMol25 structures with the same formula, charge and spin at 3.530 eV.

Structure (ORCA input):
```
! wB97M-V def2-TZVPD RIJCOSX def2/J DEFGRID3
* xyz 0 1
O 1.9321 1.3908 0.2510
O -0.0693 -2.0782 -1.7798
O 0.5451 2.7722 1.4199
O -2.0928 -1.4575 -0.5799
C 0.2012 -0.6392 -0.0515
C -0.1831 0.5110 0.5925
C 0.7115 1.7120 0.8151
C -0.7115 -1.4356 -0.9196
H 1.2336 -1.0351 -0.4741
H -1.4817 0.5386 1.0385
H 2.0730 0.6693 -0.4930
H -2.1580 -0.9482 0.1811
*
```

Löwdin atomic charge list, values in e, 6 entries: 0.024, 0.077, 0.106, 0.104, -0.029, 0.035

---

2.
Density functional theory data (wB97M-V/def2-TZVPD) for a molecular structure, C4H4O5V.

As for the HOMO energy (spin up / spin down): -9.3 / -9.1 eV. The total energy comes out at -1474.89568 a.u. The calculation puts the energy above the lowest of the compared OMol25 structures with the same formula, charge and spin at 2.031 eV.

Structure (ORCA input):
```
! wB97M-V def2-TZVPD RIJCOSX def2/J DEFGRID3
* xyz 0 4
V -1.6085 -1.7824 0.6425
O 2.2543 -1.9340 -0.1347
O 1.2880 2.2689 0.2296
O 0.5026 -0.1366 0.4626
O 0.1774 -2.6093 0.4801
O 1.7560 1.1832 2.1321
C 1.1458 -1.8892 0.2752
C 1.3405 1.3488 1.0079
C -0.9230 0.0514 0.1749
C -1.1135 0.5549 -1.2487
H -2.1742 0.7914 -1.4253
H -1.2796 0.8411 0.8551
H -0.7962 -0.1826 -2.0019
H -0.5696 1.4944 -1.4491
*
```

Löwdin atomic charge list, values in e, 6 entries: 1.120, 0.205, 0.086, -0.209, -0.059, 0.075